Entry 1:
A cluster of 2 separate species, C4H12N2 in total at a distorted geometry. Source: the OMol25 dataset; level of theory: ωB97M-V/def2-TZVPD.

Geometry as XYZ:
```
18
Properties=species:S:1:pos:R:3
C -2.17859 0.46726 0.52424
C -2.55781 1.15712 -0.60944
N -3.36409 0.78119 -1.66728
H -2.72762 -0.37511 0.86752
H -1.19333 0.76132 0.98357
H -1.95839 2.04349 -0.99292
H -3.50505 1.54022 -2.38936
H -4.21529 0.34079 -1.39482
C 3.18487 -1.78764 0.80317
C 2.89762 -0.26426 0.47091
N 1.49589 -0.14153 0.55032
H 2.69290 -2.37205 -0.03660
H 2.66575 -2.09780 1.74410
H 4.27303 -2.04957 0.75258
H 3.37555 -0.07191 -0.57018
H 3.51699 0.25504 1.19076
H 1.06485 0.78671 0.76209
H 1.01150 -0.67363 -0.23131
```

Calculated values
ΔE to the lowest compared entry with this formula, charge and spin, eV: 2.025
Structure (SMILES): C=CN.CCN
Lowest unoccupied orbital energy, eV: 0.95
E_HOMO, Eh: -0.3038

=====

Entry 2:
The molecule C4H3NO2 at a distorted geometry. Source: the OMol25 dataset; level of theory: ωB97M-V/def2-TZVPD.

Geometry as XYZ:
```
10
Properties=species:S:1:pos:R:3
N 0.68386 -1.06209 -2.39178
C 0.47854 -0.45013 -1.43351
C 0.14836 0.32169 -0.23839
C -1.34628 0.20633 0.10373
O -1.92257 1.07692 0.69806
C 0.95739 -0.13903 0.98762
O 1.66989 -1.10344 0.99034
H 0.35549 1.38772 -0.39290
H -1.83274 -0.73918 -0.20062
H 0.80804 0.50121 1.87744
```

Calculated values
ΔE to the lowest compared entry with this formula, charge and spin, eV: 1.575
Structure (SMILES): N#CC(C=O)C=O
Lowest unoccupied orbital energy, eV: -0.39
E_HOMO, Eh: -0.4004

=====

Entry 3:
The ion C3H9ClN5 with charge +1 at a distorted geometry. Source: the OMol25 dataset; level of theory: ωB97M-V/def2-TZVPD.

Geometry as XYZ:
```
18
Properties=species:S:1:pos:R:3
C -1.14856 -1.13685 -0.24746
C 1.23831 -1.48024 -0.07286
C -0.14623 1.02213 0.14713
N -0.10227 -1.74259 -0.53503
N -1.16151 0.20527 0.25628
N 1.51238 -0.28303 0.74032
N -1.95318 0.48989 1.43275
N 0.51779 1.20654 -1.16445
Cl 2.93343 0.58144 0.26119
H -2.14102 -1.44851 -0.63706
H 1.34713 -2.40158 0.51430
H 1.71031 -1.63172 -1.05859
H 0.04936 1.84712 0.95665
H -2.18137 -0.26691 2.12438
H -2.72027 1.21617 1.28615
H 1.44919 1.32444 -0.82058
H 0.32258 2.21183 -1.57486
H 0.47392 0.28663 -1.60827
```

Calculated values
ΔE to the lowest compared entry with this formula, charge and spin, eV: 4.707
Charge: +1
Lowest unoccupied orbital energy (alpha / beta), eV: -4.27 / -4.27
E_HOMO (alpha / beta), Eh: -0.4655 / -0.4656

=====

no.,DFT total energy (Ha)
1,-269.0419
2,-359.4125
3,-853.2141